Entry 1:
Here is a 3-piece molecular cluster, C4H14O3 overall at a distorted geometry from OMol25. Energies are from ωB97M-V/def2-TZVPD.

XYZ file:
```
21
Properties=species:S:1:pos:R:3:forces:R:3:lowdin_charge:R:1
C 0.74685 1.68583 -2.47225 -0.21 0.81 -1.08 -0.2602
O 2.09695 1.26025 -2.66765 -0.52 -0.75 0.59 -0.0722
C -0.35794 0.68550 -2.12890 0.25 -0.95 0.19 -0.1883
C 0.08951 -0.62281 -1.43894 0.11 0.10 0.39 -0.2621
C -0.81470 -1.77196 -1.86187 0.01 -0.19 -0.46 -0.1192
H 0.74855 2.51670 -1.78836 0.33 0.10 0.61 0.1071
H 0.47712 2.13310 -3.42279 -0.41 0.29 -0.26 0.1022
H 2.03069 0.37985 -3.05439 0.30 0.05 -0.06 0.0731
H -0.94715 0.41979 -3.01650 0.38 0.07 -0.07 0.1043
H -1.08646 1.13754 -1.45336 0.08 0.28 -0.09 0.1121
H 0.08967 -0.43685 -0.36634 -0.26 -0.20 0.20 0.1045
H 1.12872 -0.88678 -1.61897 0.16 0.09 -0.37 0.0913
H -0.86347 -2.66350 -1.24955 0.28 0.06 0.63 0.0624
H -0.47602 -2.16152 -2.83039 -0.28 0.31 -0.07 0.0777
H -1.83231 -1.40427 -1.95359 -0.22 -0.08 -0.16 0.0674
H 0.59990 4.76207 5.75416 -0.02 -0.09 -0.05 0.0321
H 0.44249 3.25935 5.50197 0.01 0.09 0.00 0.0310
O 0.39425 4.11767 5.06815 0.01 0.00 0.05 -0.0631
H -1.34553 -3.54348 4.92013 0.08 0.01 -0.11 0.0282
H -0.19469 -4.56187 4.74988 -0.32 0.20 0.15 0.0368
O -0.92642 -4.30460 5.32953 0.24 -0.21 -0.04 -0.0650
```
Forces are in eV/Å.

Computed properties:
Kohn-Sham gap: 10.78 eV
Charge: 0
LUMO level: 0.7 eV
E_HOMO: -10.08 eV
Largest force on an atom: 1.37 eV/Å
Structure (SMILES): CCCCO.O.O
Energy above the lowest of the compared OMol25 structures with the same formula, charge and spin: 117.8 kJ/mol


Entry 2:
Here is C32H35BCoN4O10P3 as an isolated structure at a distorted geometry from OMol25. Energies are from ωB97M-V/def2-TZVPD.

XYZ file:
```
86
Properties=species:S:1:pos:R:3:forces:R:3:mulliken_spin:R:1
Co -0.22682 0.62987 0.26066 -0.07 0.28 -0.09 1.1510
C -4.66997 -0.94731 -1.83720 0.02 -0.08 0.17 -0.0004
C -3.54676 -0.56499 -0.88666 0.27 0.19 0.13 0.0002
O -3.88102 -0.92813 0.46330 -0.12 0.09 -0.30 0.0003
P -3.25160 1.26250 -0.87784 0.07 -0.33 0.47 0.0022
O -4.64986 1.98701 -0.58215 0.09 -0.07 0.46 -0.0020
O -2.98493 1.71684 -2.35394 0.66 -0.67 -0.36 0.0000
O -2.24414 1.58492 0.17221 -0.10 -0.13 -0.17 -0.0126
P -1.90352 -1.27506 -1.36274 -0.27 -0.03 -0.26 -0.0008
O -2.28823 -2.79615 -1.77477 0.88 -0.15 -0.17 0.0018
O -1.40688 -0.51488 -2.55351 -0.17 0.20 0.12 -0.0029
O -1.10359 -1.28608 -0.07983 0.28 0.24 -0.05 -0.0002
H -5.55382 -0.33731 -1.65010 -0.05 -0.02 0.00 0.0001
H -4.91831 -1.99814 -1.68500 0.02 0.03 -0.03 0.0001
H -4.35206 -0.80519 -2.87054 -0.01 0.01 0.04 0.0000
H -3.04329 -0.97431 0.95270 0.00 0.02 -0.16 -0.0004
H -4.76522 2.06461 0.38454 0.08 -0.04 -0.54 0.0004
H -2.28894 1.07186 -2.72903 -0.54 0.47 0.38 -0.0001
H -1.48565 -3.23617 -2.14267 -0.77 0.36 0.32 0.0007
O 1.78690 -1.05653 -0.97100 0.42 0.26 -0.01 -0.0545
C 1.56480 0.18807 -0.23885 -0.43 -0.53 0.14 -0.1623
C 2.64763 1.03039 -0.12664 0.10 -0.37 -0.23 0.0880
C 4.03343 0.70535 -0.38971 0.21 0.19 -0.03 -0.0160
C 5.02280 1.64304 -0.20720 -0.31 -0.12 0.01 -0.0013
C 4.74778 2.96366 0.22050 0.01 0.16 0.05 0.0244
C 3.41810 3.31762 0.44102 0.12 -0.22 -0.12 -0.0121
C 2.39648 2.39098 0.28517 0.08 0.39 0.24 0.0188
P 0.63722 2.68903 0.32367 0.72 -0.19 -0.48 -0.0822
C 0.31724 3.56341 -1.26014 -0.17 0.11 -0.07 -0.0220
C 0.33284 2.78320 -2.42154 -0.07 0.01 -0.02 0.0340
C 0.13817 3.36552 -3.66681 0.02 -0.05 0.07 0.0025
C -0.09733 4.73151 -3.77484 0.01 -0.03 0.00 0.0037
C -0.11285 5.51366 -2.63110 0.04 -0.01 0.15 -0.0018
C 0.10301 4.93565 -1.38190 0.03 -0.02 -0.03 0.0102
C 0.29413 3.92161 1.61415 -0.49 -0.24 0.16 0.0102
C 1.14515 4.07536 2.70180 0.22 0.06 0.10 -0.0146
C 0.76276 4.83961 3.79852 0.03 -0.01 0.01 0.0053
C -0.48358 5.44888 3.82788 0.05 0.00 0.02 -0.0063
C -1.34713 5.29365 2.75166 -0.03 -0.05 -0.18 0.0046
C -0.96410 4.52708 1.65656 -0.07 0.07 0.12 -0.0067
H 4.28072 -0.29813 -0.72350 -0.02 0.11 0.00 0.0056
H 6.05518 1.36155 -0.40207 -0.05 -0.01 0.00 -0.0021
H 5.54504 3.69215 0.34486 -0.11 -0.14 -0.02 0.0026
H 3.17848 4.34126 0.72464 0.00 -0.07 -0.04 -0.0006
H 0.49712 1.71227 -2.33351 0.00 0.04 -0.04 -0.0115
H 0.15845 2.74604 -4.55682 0.00 0.01 0.05 0.0001
H -0.26797 5.18381 -4.74583 0.01 -0.03 0.04 0.0005
H -0.29198 6.58080 -2.70626 0.02 -0.03 0.02 -0.0002
H 0.10784 5.56158 -0.49599 -0.02 -0.01 -0.08 -0.0009
H 2.11219 3.58289 2.68327 -0.11 0.03 0.07 -0.0002
H 1.43590 4.94513 4.64337 -0.03 -0.01 -0.08 0.0002
H -0.78612 6.03413 4.69074 0.03 -0.04 -0.07 -0.0007
H -2.32757 5.75957 2.77277 0.07 -0.05 -0.03 0.0002
H -1.65223 4.36863 0.83255 -0.01 0.02 0.07 -0.0024
C 2.42709 -2.82664 4.37678 0.02 0.01 -0.08 -0.0001
C 1.77709 -2.00581 5.48500 0.06 0.20 -0.20 -0.0003
C 2.49529 -0.66882 5.67310 -0.05 0.01 0.04 0.0002
C 0.27934 -1.80136 5.22846 0.25 0.09 -0.11 0.0003
N 0.00891 -0.84166 4.16211 -0.16 -0.70 0.84 0.0019
C -0.02147 -0.98452 2.84082 0.44 -0.36 -0.41 -0.0152
N -0.25466 0.19073 2.32096 -0.60 0.44 0.40 0.0347
N -0.41086 1.04356 3.36273 -0.10 0.25 -0.27 -0.0041
N -0.26011 0.43141 4.47429 0.14 0.09 -0.35 0.0015
H 3.48146 -3.00980 4.60154 -0.09 0.02 -0.04 0.0001
H 2.38065 -2.30717 3.41111 0.01 -0.10 0.13 0.0012
H 1.92871 -3.79474 4.27461 0.06 0.02 -0.06 0.0000
H 1.83940 -2.57060 6.41812 -0.02 -0.06 0.07 0.0003
H 2.50273 -0.09569 4.74004 0.02 -0.06 0.11 0.0000
H 3.53272 -0.83649 5.97135 -0.06 0.01 -0.03 0.0000
H 2.00842 -0.05626 6.43840 0.06 -0.04 -0.08 0.0000
H -0.19428 -1.40175 6.11913 -0.13 0.09 0.04 0.0000
H -0.19866 -2.74281 4.97165 -0.08 -0.10 -0.06 -0.0001
H 0.17181 -1.89482 2.27952 -0.06 0.25 0.12 0.0003
O 1.51307 -3.32336 -1.63845 0.04 -0.13 -0.04 -0.0092
B 1.58356 -2.30936 -0.64382 -0.49 0.32 0.14 0.0490
O 1.38480 -2.90588 0.63578 0.19 -0.40 0.00 -0.0084
C 1.25354 -4.25241 0.39526 0.04 0.35 0.13 -0.0024
C 1.08981 -5.27874 1.29343 0.00 -0.07 0.07 0.0009
C 0.98884 -6.57644 0.77732 -0.01 -0.03 -0.01 -0.0004
C 1.05293 -6.81342 -0.58876 -0.01 -0.02 0.05 0.0001
C 1.22954 -5.76165 -1.49296 -0.03 -0.10 -0.11 -0.0004
C 1.32959 -4.49544 -0.97198 0.02 0.24 -0.09 0.0002
H 1.05476 -5.09328 2.35865 -0.03 0.02 0.00 -0.0001
H 0.85891 -7.41140 1.45790 0.01 0.08 -0.05 0.0000
H 0.96730 -7.82860 -0.96068 0.01 0.08 0.02 0.0000
H 1.28574 -5.92300 -2.56337 0.01 -0.01 0.08 0.0000
```
Forces are in eV/Å.

Computed properties:
Kohn-Sham gap (alpha / beta): 4.18 / 4.32 eV
Charge: -1
LUMO level (alpha / beta): 2.3 / 2.3 eV
E_HOMO (alpha / beta): -1.88 / -2.02 eV
Largest force on an atom: 1.10 eV/Å
Energy above the lowest of the compared OMol25 structures with the same formula, charge and spin: 20.7 kJ/mol
2S+1: 2


no.,E (eV)
1,-10516.7080
2,-126367.2469